1.
C2H5N3O | ωB97M-V/def2-TZVPD

Structure (XYZ):
```
11
Properties=species:S:1:pos:R:3:forces:R:3:mulliken_charge:R:1
C 0.800872 0.964987 0.416388 -5.584 3.995 -0.979 0.0834
C -1.018341 -0.620789 0.218038 -2.203 -4.943 -3.776 0.4915
N -0.088802 1.932048 -0.090341 0.277 -4.022 1.283 0.0966
N 0.186102 -0.236422 0.620281 2.970 0.202 2.890 -0.0935
N -1.622404 -1.517640 -0.294502 2.553 4.554 2.674 -0.0430
O -1.455684 1.334150 -0.390325 1.954 0.802 0.124 -0.4393
H 1.745045 1.411886 0.848039 -0.608 -1.292 -0.660 0.3844
H -2.403206 1.788763 -0.377002 2.835 0.563 0.411 0.4406
H 0.238142 2.900923 -0.182741 -0.993 0.198 -0.489 0.3401
H 0.601450 -0.811056 1.417548 -0.434 0.391 -1.363 0.3854
H -2.280574 -2.002302 -0.873282 -0.768 -0.448 -0.114 0.3538
```
Positions in Å, forces in eV/Å.

Output
Net charge: +2
Electronic energy in eV: -8648.32401
HOMO energy in hartree: -0.7813
F_max in eV Å⁻¹: 6.94
Energy above the lowest of the compared OMol25 structures with the same formula, charge and spin in kcal/mol: 35.7


2.
C24H29FN8O2 | ωB97M-V/def2-TZVPD

Structure (XYZ):
```
64
Properties=species:S:1:pos:R:3:forces:R:3:mulliken_charge:R:1
C 0.013752 -1.054096 1.902916 0.073 0.200 -0.558 -1.5127
C -0.127111 0.352548 1.363181 0.838 0.006 0.292 0.6192
F -0.768010 0.296273 0.118691 -0.145 0.016 0.095 -0.3687
N -0.834085 1.258579 2.241106 -0.215 0.484 0.922 0.1441
C -1.705605 0.702810 3.264972 -0.352 -0.341 -0.509 -0.0706
O -1.358025 0.372951 4.360355 0.036 -0.289 -0.308 -0.5407
C -3.080810 0.755996 2.670516 0.065 0.234 0.036 0.4171
C -4.227761 0.035200 2.938330 0.099 0.121 0.119 -0.9775
C -5.343085 0.297970 2.151929 0.000 0.002 -0.099 -0.1430
C -5.310645 1.267214 1.148045 0.053 -0.096 -0.063 -0.3590
C -4.157434 1.995820 0.888488 0.081 0.132 0.143 -0.7985
C -3.050481 1.714324 1.662065 0.100 0.144 0.321 1.1125
C -1.663434 2.264703 1.611426 -0.018 -0.546 -0.555 -0.0794
O -1.267660 3.302971 1.169961 0.076 -0.119 -0.190 -0.5562
H -0.901342 -1.621682 1.722926 -0.085 0.090 0.284 0.3101
H 0.317842 -1.072266 2.944991 -0.127 0.060 0.033 0.4218
H 0.796823 -1.536556 1.326193 -0.039 -0.043 0.009 0.4321
H 0.869336 0.749958 1.158332 -0.151 0.228 -0.114 0.2319
H -4.236819 -0.715832 3.716905 -0.071 0.011 0.011 0.4769
H -6.254958 -0.259803 2.303540 -0.013 0.037 0.053 0.4124
H -6.188574 1.441367 0.541991 -0.058 -0.034 0.082 0.3510
H -4.109522 2.736282 0.101252 -0.096 0.007 0.001 0.4528
C -1.781691 3.288020 -2.052216 0.253 0.113 0.215 0.0142
C -2.973860 2.861570 -2.766485 -0.004 -0.015 0.015 0.2284
N -3.929016 2.524112 -3.306192 -0.036 -0.005 0.020 -0.4525
H -1.970322 3.355070 -0.982904 -0.125 0.027 -0.022 -0.0965
H -0.962465 2.588790 -2.197282 -0.118 -0.114 -0.144 -0.1230
H -1.446718 4.266434 -2.393446 -0.096 -0.009 -0.118 0.3693
C 2.235837 3.216344 -1.568911 0.119 0.144 0.363 -0.6032
C 1.586305 2.892645 -2.828302 0.038 0.001 -0.015 0.4913
N 1.064410 2.642285 -3.819855 0.082 -0.013 -0.032 -0.4818
H 3.295879 3.407694 -1.722614 -0.036 -0.020 -0.059 0.2670
H 1.789076 4.099782 -1.113740 -0.109 -0.010 -0.098 0.2937
H 2.144337 2.394212 -0.860332 -0.070 -0.071 -0.091 0.0905
C 5.240408 1.824771 -4.718066 -0.015 -0.085 -0.472 -0.5994
C 5.335903 2.408223 -3.391825 0.005 -0.095 0.047 0.5061
N 5.410741 2.826043 -2.324708 0.071 0.007 -0.043 -0.5753
H 5.633994 0.810689 -4.713915 -0.011 -0.010 0.070 0.1273
H 4.204939 1.776576 -5.053293 -0.048 0.064 0.146 0.2446
H 5.803548 2.405090 -5.447517 0.027 0.111 0.115 0.2836
C 0.556287 -4.925586 4.366372 -0.120 -0.141 0.185 -0.8367
C 1.122433 -4.122266 3.293347 0.017 0.028 0.016 0.3902
N 1.567430 -3.477316 2.455475 0.205 -0.310 0.034 -0.3809
H -0.229131 -5.575135 3.983937 0.013 0.029 -0.070 0.2735
H 1.323438 -5.547547 4.824054 0.051 0.031 -0.048 0.2941
H 0.128040 -4.286059 5.136486 0.024 0.068 -0.047 0.2739
C 6.871266 -0.867773 -1.985842 0.106 0.283 0.278 -0.5774
C 6.213441 -1.269734 -3.218555 0.005 -0.048 0.016 0.4658
N 5.686628 -1.563478 -4.195543 0.010 0.005 0.020 -0.4646
H 7.941876 -0.744626 -2.139909 -0.010 -0.054 -0.103 0.2481
H 6.468148 0.080039 -1.627622 -0.050 0.020 -0.130 0.2151
H 6.729635 -1.618915 -1.216531 -0.010 -0.095 -0.064 0.1024
C 4.922495 -4.458404 0.502812 -0.196 -0.034 0.130 -0.6852
C 6.087055 -4.154752 -0.316193 0.009 -0.067 -0.036 0.3892
N 7.000484 -3.915635 -0.968807 -0.017 -0.064 0.083 -0.4317
H 4.154633 -3.696497 0.377513 0.030 0.022 -0.022 0.1979
H 4.498265 -5.420013 0.219827 0.050 -0.004 -0.060 0.2871
H 5.195450 -4.499296 1.555736 0.060 0.026 -0.018 0.2648
C -9.170727 -0.663294 -0.620390 -0.068 -0.110 -0.224 -0.8641
C -8.771447 -0.059496 0.641999 -0.040 0.034 0.017 0.4577
N -8.456532 0.423170 1.634390 -0.112 -0.040 -0.048 -0.4467
H -9.280731 0.098710 -1.390018 0.025 0.054 0.053 0.2748
H -8.423271 -1.381018 -0.954230 0.043 0.020 0.060 0.2709
H -10.121573 -1.181924 -0.511791 -0.001 0.022 0.076 0.3217
```
Positions in Å, forces in eV/Å.

Output
Net charge: 0
Electronic energy in eV: -44089.57628
HOMO energy in hartree: -0.3573
F_max in eV Å⁻¹: 1.06
Energy above the lowest of the compared OMol25 structures with the same formula, charge and spin in kcal/mol: 82.9


3.
C31H28N6O3S3Tl | ωB97M-V/def2-TZVPD

Structure (XYZ):
```
72
Properties=species:S:1:pos:R:3:forces:R:3:mulliken_charge:R:1
Tl 0.133904 -0.465144 0.202543 0.138 -0.208 -0.187 1.2754
N 1.739242 3.775745 0.781196 -0.017 -0.008 0.150 -0.3947
C 0.763056 2.807101 0.799189 -0.172 0.036 -0.048 0.0705
S 0.902569 1.531248 1.938767 -0.210 -0.457 -0.214 -0.3073
N -0.186524 2.966918 -0.086641 0.536 0.430 -0.249 -0.9595
N -1.039098 1.932586 -0.164661 -0.815 -0.609 0.195 1.0526
C -2.247452 2.156406 -0.518295 0.159 0.319 0.019 -0.0566
C -2.755834 3.525892 -0.816452 -0.087 0.116 0.071 -0.0798
C -2.112361 4.362348 -1.725640 -0.061 -0.013 -0.099 -0.0338
C -2.571676 5.653385 -1.939331 -0.014 -0.042 -0.015 -0.7040
C -3.671003 6.132316 -1.238415 -0.003 -0.049 0.036 -0.3544
C -4.320038 5.304974 -0.332466 -0.019 0.028 -0.014 -0.7137
C -3.869848 4.008345 -0.129713 0.088 -0.056 -0.044 -0.1227
C -3.232465 1.046085 -0.517924 -0.078 -0.138 0.049 0.1697
C -4.291461 1.050478 -1.422631 -0.014 -0.030 -0.130 -0.6705
C -5.236884 0.043833 -1.351544 -0.043 0.088 -0.045 -0.4469
C -5.124992 -0.914050 -0.359213 0.001 -0.058 0.038 -0.5084
C -4.043254 -0.838019 0.503899 0.193 0.115 -0.229 -0.3365
N -3.109128 0.106540 0.420326 0.090 0.018 0.115 -0.2833
H 2.273578 3.848825 1.628566 0.093 0.025 0.016 0.2335
H 1.472891 4.644865 0.344792 -0.045 -0.014 -0.005 0.2549
H -1.249655 3.990838 -2.262102 -0.013 0.024 0.046 0.3906
H -2.066884 6.292774 -2.653136 0.011 -0.008 -0.001 0.3850
H -4.017945 7.145789 -1.395684 -0.011 0.005 -0.009 0.3748
H -5.176555 5.671336 0.220806 0.011 -0.013 -0.010 0.3808
H -4.372651 3.359983 0.579537 0.003 0.036 -0.017 0.4588
H -4.356897 1.823780 -2.177003 0.015 -0.007 0.020 0.4883
H -6.060587 0.013792 -2.054612 0.032 0.003 -0.012 0.4171
H -5.852088 -1.709146 -0.262041 0.019 -0.002 0.027 0.3947
H -3.909680 -1.566265 1.290299 0.069 -0.117 0.051 0.3869
C 3.942411 -0.123758 6.111565 0.061 -0.026 0.110 -0.7869
O 4.391435 -1.391511 5.678910 0.023 0.164 0.160 -0.4699
C 3.840576 -1.866665 4.523398 -0.027 -0.094 -0.106 1.0991
C 4.414016 -3.042795 4.021809 0.098 -0.062 0.040 -1.0809
C 3.948025 -3.531680 2.825190 -0.020 0.076 0.002 -0.7541
C 2.919799 -2.920006 2.093299 -0.314 0.348 0.246 0.5194
C 2.618298 -3.395862 0.740063 0.067 0.001 -0.101 0.7221
C 2.672018 -4.877094 0.440705 -0.033 -0.096 0.040 -1.1961
O 2.309166 -2.638060 -0.160842 -0.120 0.349 -0.165 -0.5703
C 2.243811 -1.777518 2.664134 0.101 -0.059 0.180 -0.2606
O 1.166093 -1.208089 2.248679 0.148 -0.511 -0.599 -0.7713
C 2.796428 -1.257654 3.875695 -0.085 0.080 -0.105 -0.0225
H 4.518794 0.115892 7.003093 0.015 -0.007 -0.007 0.2365
H 2.879683 -0.132349 6.366586 -0.010 -0.028 -0.012 0.3085
H 4.115048 0.639925 5.348990 -0.013 -0.001 -0.019 0.3280
H 5.222004 -3.517228 4.563199 -0.001 0.025 -0.034 0.3954
H 4.439728 -4.405016 2.411845 -0.043 0.028 0.003 0.1991
H 3.314832 -5.435357 1.118330 -0.070 -0.052 -0.058 0.3865
H 2.961014 -5.043839 -0.596576 -0.001 0.061 0.038 0.2947
H 1.645098 -5.234587 0.563732 0.032 -0.042 0.006 0.2621
H 2.332644 -0.351787 4.246742 -0.006 -0.120 -0.031 0.2173
S -0.393858 -0.281143 -2.405119 0.098 0.009 0.391 -0.4154
C -1.154836 -1.808706 -2.789081 -0.070 -0.034 -0.089 0.6266
C -1.587453 -1.980316 -4.114662 0.036 -0.057 0.108 -0.7519
C -2.182723 -3.148919 -4.555809 0.042 0.082 0.007 -0.5469
C -2.367187 -4.196100 -3.660977 0.016 -0.015 0.046 -0.5854
C -1.958979 -4.042783 -2.348176 0.044 0.016 0.081 -0.8255
C -1.354841 -2.865628 -1.877561 -0.128 0.006 -0.120 0.5523
S -0.925209 -2.861968 -0.179858 0.255 0.716 0.600 -0.4000
H -1.429031 -1.159500 -4.803892 -0.019 -0.010 -0.017 0.4019
H -2.489876 -3.241427 -5.591721 -0.006 0.002 0.034 0.3421
H -2.821745 -5.127046 -3.981670 0.011 0.032 0.019 0.3410
H -2.092842 -4.856250 -1.641670 -0.030 0.043 -0.062 0.3837
N 3.358732 1.599692 -2.493090 0.033 -0.099 0.089 -0.0603
C 4.260488 0.781677 -1.841257 -0.013 0.028 0.054 -0.6131
C 3.573310 0.248420 -0.795530 -0.163 0.059 0.028 -0.6363
N 2.275109 0.710745 -0.807275 0.201 -0.123 -0.267 0.5502
C 2.181141 1.518604 -1.835297 0.083 -0.071 0.151 -0.5717
H 3.518444 2.095974 -3.346591 0.017 0.121 -0.087 0.2186
H 5.278274 0.662175 -2.172954 -0.078 0.017 0.013 0.3919
H 3.911744 -0.430888 -0.032043 -0.029 -0.075 -0.045 0.3742
H 1.300136 2.074865 -2.116726 0.044 -0.094 -0.029 0.4066
```
Positions in Å, forces in eV/Å.

Output
Net charge: -1
Electronic energy in eV: -84885.38268
HOMO energy in hartree: -0.1519
F_max in eV Å⁻¹: 1.04
Energy above the lowest of the compared OMol25 structures with the same formula, charge and spin in kcal/mol: 18.1


4.
C37H36BeN3O3 | ωB97M-V/def2-TZVPD

Structure (XYZ):
```
80
Properties=species:S:1:pos:R:3:forces:R:3:mulliken_charge:R:1
C -1.918349 0.134440 -1.865303 0.218 0.106 -0.305 -0.0387
C -0.887628 0.303539 -2.833229 0.141 -1.485 0.623 -1.4540
C -0.215011 -0.967247 -2.903813 0.417 0.640 -0.677 -0.0948
H -0.578376 1.212750 -3.356950 -0.352 -0.317 0.109 0.4889
C -0.790825 -1.850596 -1.970230 -0.341 -0.480 -0.038 -0.2374
C -1.866754 -1.176139 -1.319847 0.079 0.212 -0.521 -0.8099
H -0.540069 -2.925764 -1.871863 -0.194 0.784 0.050 0.3703
C 0.777233 2.764318 1.845649 0.459 -0.181 0.315 -0.8141
C 0.163016 2.985977 0.616640 -1.290 1.412 0.150 -0.9587
C 0.897514 2.426987 -0.413519 1.623 -1.586 0.229 -0.1536
H -0.831337 3.434738 0.428443 0.925 -0.041 0.386 0.3828
C 1.944109 1.638715 0.189555 0.816 1.214 -0.892 0.4866
C 1.907255 1.898479 1.610999 -0.523 0.864 0.375 -1.0512
H 0.593583 -1.204266 -3.628014 -0.532 0.121 0.668 0.2582
H -2.583797 -1.627355 -0.609749 0.537 0.364 -0.378 0.4364
H -2.633351 0.916223 -1.636595 0.078 -0.135 0.238 0.4268
H 2.736910 1.743128 2.295144 -0.343 -0.065 -0.099 0.5928
H 0.775192 2.604614 -1.478261 -0.394 -0.567 0.245 0.4519
H 0.472322 3.160968 2.829044 0.034 -0.475 -0.677 0.4105
Be 0.894167 0.409816 1.301977 -1.980 -0.275 -0.057 -0.8884
C 3.047031 0.778895 -0.455398 -0.035 -1.215 -0.479 2.6747
C 4.174923 0.521197 0.584058 0.083 0.071 0.189 -2.1286
C 3.757544 1.284584 -1.765242 -0.246 0.537 0.600 -1.6435
H 4.676200 1.471224 0.771505 0.127 0.080 -0.048 0.4772
H 4.957858 -0.202445 0.279502 -0.544 0.244 -0.195 0.3195
H 3.795359 0.209495 1.569949 0.077 -0.119 -0.501 0.3932
H 4.326742 2.211156 -1.479916 -0.368 -0.782 -0.535 0.4356
H 3.029654 1.536340 -2.567456 0.403 -0.195 0.536 0.3344
H 4.461545 0.492581 -2.153264 -0.641 0.851 0.467 0.3163
C 2.332834 -0.596908 -0.880515 -0.498 0.948 -1.415 1.9757
C 2.292899 -1.503590 0.268175 -4.167 2.019 1.199 -0.2531
H 2.782860 -1.053010 -1.768397 -0.050 0.685 1.084 -1.8135
H 1.299456 -0.361994 -1.305368 0.771 -0.249 0.852 -0.5987
O 1.601050 -1.047214 1.308664 3.398 -1.556 -2.141 -0.5141
N 2.795177 -2.743171 0.169548 1.093 -1.570 0.697 0.1638
C 2.409433 -3.801140 -0.822562 0.350 0.149 -0.609 -0.9789
H 3.207587 -3.156506 1.004532 -0.881 0.269 0.062 0.3892
C 2.419167 -3.382324 -2.295117 0.995 -0.079 -0.454 0.6407
C 1.568522 -4.087472 -3.144239 -0.058 0.285 0.620 -0.5613
H 0.943809 -4.839836 -2.661255 -0.161 0.192 -0.413 0.3185
C 1.513764 -3.829391 -4.502738 0.267 -0.208 0.097 -0.5528
H 0.818222 -4.406446 -5.099291 0.074 0.149 -0.157 0.3519
C 2.359042 -2.875359 -5.063484 -0.038 -0.017 0.224 -0.4948
H 2.353261 -2.717154 -6.129563 -0.156 0.204 -0.142 0.3885
C 3.249253 -2.169807 -4.260038 0.542 -0.814 1.024 -0.7084
H 3.935856 -1.425715 -4.677873 -0.319 -0.320 0.089 0.3900
C 3.360749 -2.501788 -2.883973 -0.359 0.110 -0.589 0.1583
H 4.120191 -1.962097 -2.284250 -0.462 -0.772 -0.456 0.5998
H 1.421778 -4.230599 -0.559944 0.321 0.622 -0.111 0.4047
H 3.103450 -4.678690 -0.768198 -0.125 0.995 0.478 0.3827
O -0.502599 -2.097107 2.170578 -0.482 1.166 0.146 -0.7540
C -1.127143 -1.035910 2.215594 -0.136 -0.603 0.140 -0.5459
N -2.321396 -0.932218 2.863431 -0.088 -2.056 1.211 -0.0182
C -3.016707 0.288445 2.693907 -0.556 -0.502 -0.672 4.2557
C -2.112875 0.881527 1.619975 0.792 0.404 -2.151 -1.2911
O -2.515990 1.620310 0.728927 1.024 -0.084 1.959 -0.6715
N -0.865700 0.224064 1.685221 1.326 -0.194 -0.681 1.9033
C -4.410356 -0.052419 2.190154 -0.460 0.216 0.340 -0.7867
C -4.926000 0.197405 0.918333 0.393 0.418 -0.107 -0.1651
C -6.264200 -0.080463 0.622895 0.512 0.093 0.008 -0.8805
C -7.082531 -0.629730 1.606344 0.088 -0.063 -0.461 -0.4067
C -6.543239 -0.956046 2.845497 0.350 0.028 0.208 -0.8927
C -5.213710 -0.666527 3.148119 -0.653 0.047 -0.274 -0.1476
C -3.015361 1.115514 3.963157 0.010 0.100 -0.581 -0.5960
C -4.067682 1.975216 4.235649 0.227 0.612 0.421 -0.3254
C -3.947569 2.887135 5.287469 0.298 -0.133 -0.005 -0.9239
C -2.776328 2.911001 6.058058 0.147 -0.091 0.017 -0.4223
C -1.744888 1.994144 5.808735 -0.348 -0.208 -0.683 -0.8173
C -1.869229 1.092502 4.741428 0.103 0.718 0.586 -0.3639
H -2.748375 -1.778321 3.223212 0.073 0.357 -0.196 0.3108
H -4.255851 0.684826 0.197941 -0.592 -0.405 0.205 0.3521
H -6.617193 0.154524 -0.389231 -0.051 -0.161 0.547 0.4037
H -8.125424 -0.820646 1.372295 0.067 -0.069 0.170 0.3704
H -7.140891 -1.428537 3.606605 -0.298 -0.054 0.086 0.3839
H -4.816829 -0.845836 4.152836 -0.215 -0.045 -0.341 0.3988
H -4.936477 1.975298 3.583909 0.085 0.055 0.183 0.4851
H -4.751249 3.601079 5.468678 0.234 -0.146 0.048 0.3850
H -2.631529 3.673356 6.828796 -0.195 -0.304 -0.173 0.3579
H -0.810826 1.987433 6.363663 -0.233 0.201 0.118 0.4005
H -1.046884 0.441193 4.451547 -0.196 0.079 0.215 0.3303
```
Positions in Å, forces in eV/Å.

Output
Net charge: -1
Electronic energy in eV: -49968.54051
HOMO energy in hartree: -0.1019
F_max in eV Å⁻¹: 4.78


Per-record molar mass, g/mol: 87.08; 480.55; 833.19; 579.72